Arrangement i

Molecular formula: C14H25ClN4O2
Method: DFT, ωB97M-V with the def2-TZVPD basis set

```
! wB97M-V def2-TZVPD RIJCOSX def2/J DEFGRID3
* xyz 0 1
C 2.453 -0.544 -0.603
C 1.264 -0.274 0.284
N 1.324 0.938 1.078
C 0.824 1.040 2.339
C 1.025 2.314 2.740
N 1.561 2.993 1.674
C 1.710 2.145 0.663
C 2.115 4.342 1.717
H 2.552 -1.616 -0.780
H 3.388 -0.225 -0.142
H 2.367 -0.131 -1.611
H 1.135 -1.052 1.042
H 0.335 -0.368 -0.277
H 0.427 0.190 2.879
H 0.844 2.730 3.715
H 2.223 2.285 -0.272
H 2.991 4.445 1.079
H 2.331 4.614 2.741
H 1.401 5.025 1.251
C 0.329 -1.439 -5.423
C 0.152 -2.661 -4.545
N -0.438 -2.357 -3.236
C 0.020 -2.835 -2.025
C -0.867 -2.455 -1.077
N -1.837 -1.718 -1.727
C -1.592 -1.731 -3.026
C -3.067 -1.219 -1.111
H 0.996 -0.685 -5.022
H -0.635 -1.009 -5.721
H 0.680 -1.767 -6.405
H 1.168 -2.999 -4.332
H -0.405 -3.477 -4.995
H 0.861 -3.505 -2.023
H -1.044 -2.594 -0.015
H -2.188 -1.223 -3.764
H -3.526 -1.954 -0.455
H -3.692 -0.835 -1.912
H -2.839 -0.411 -0.411
C -1.175 1.230 4.948
C -2.656 1.577 5.192
O -3.303 0.794 5.913
O -3.050 2.654 4.674
H -0.852 0.378 5.548
H -0.551 2.121 5.049
H -1.113 0.827 3.931
Cl -1.648 -1.552 2.458
*
```

- Gap between HOMO and LUMO: 4.214 eV
- LUMO energy: -0.919 eV
- E_HOMO: -5.1329 eV

***

Arrangement ii

Molecular formula: C14H25ClN4O2
Method: DFT, ωB97M-V with the def2-TZVPD basis set

```
! wB97M-V def2-TZVPD RIJCOSX def2/J DEFGRID3
* xyz 0 1
C 32.353 0.099 8.461
C 32.494 0.255 9.974
N 32.855 -0.923 10.756
C 32.393 -1.206 11.999
C 32.982 -2.382 12.381
N 33.881 -2.722 11.405
C 33.823 -1.793 10.437
C 34.568 -3.984 11.274
H 31.659 0.831 8.044
H 31.944 -0.876 8.197
H 33.253 0.309 7.878
H 31.548 0.541 10.442
H 33.096 1.136 10.183
H 31.617 -0.624 12.481
H 32.745 -2.963 13.256
H 34.244 -1.785 9.447
H 34.715 -4.319 10.247
H 34.072 -4.735 11.877
H 35.611 -3.806 11.560
C 35.364 3.820 6.276
C 34.077 4.423 6.808
N 33.765 4.089 8.206
C 32.538 3.652 8.658
C 32.585 3.588 10.000
N 33.876 3.955 10.359
C 34.541 4.329 9.262
C 34.345 4.159 11.726
H 35.417 2.737 6.258
H 36.240 4.270 6.758
H 35.558 4.219 5.276
H 33.326 3.905 6.208
H 33.959 5.496 6.696
H 31.746 3.581 7.932
H 31.935 3.388 10.844
H 35.567 4.654 9.252
H 33.619 4.672 12.354
H 35.333 4.601 11.642
H 34.420 3.206 12.257
C 31.710 -0.984 15.375
C 32.375 -0.336 16.607
O 31.631 0.336 17.360
O 33.591 -0.590 16.826
H 30.632 -0.822 15.367
H 32.032 -2.019 15.244
H 32.010 -0.372 14.515
Cl 31.422 2.102 13.298
*
```

- Gap between HOMO and LUMO: 3.890 eV
- LUMO energy: -0.999 eV
- E_HOMO: -4.8885 eV

***

What should be chosen as the least stable of them? Choose arrangement ii.

***

Arrangement i

Molecular formula: C2H4INO2
Method: DFT, ωB97M-V with the def2-TZVPD basis set

```
! wB97M-V def2-TZVPD RIJCOSX def2/J DEFGRID3
* xyz 0 1
C 1.380 -0.912 -0.554
C -0.702 -0.071 0.574
N -0.820 1.101 -0.209
O -0.858 2.216 0.290
O -0.973 0.915 -1.442
I -0.429 0.222 2.658
H 2.053 -0.855 0.287
H 1.193 -0.112 -1.285
H 0.706 -1.775 -0.717
H -1.549 -0.729 0.398
*
```

- Gap between HOMO and LUMO (alpha / beta): 7.386 / 8.215 eV
- LUMO energy (alpha / beta): -1.909 / -1.123 eV
- E_HOMO (alpha / beta): -9.2954 / -9.3382 eV

***

Arrangement ii

Molecular formula: C2H4INO2
Method: DFT, ωB97M-V with the def2-TZVPD basis set

```
! wB97M-V def2-TZVPD RIJCOSX def2/J DEFGRID3
* xyz 0 1
N -0.176 0.622 1.298
C -0.120 0.476 -0.022
I 1.975 1.132 -0.874
C -0.563 -0.891 -0.558
O -1.730 -1.183 -0.564
O 0.396 -1.703 -0.976
H 0.393 -0.004 1.854
H -0.439 1.536 1.560
H -0.958 1.258 -0.432
H 1.222 -1.244 -1.286
*
```

- SMILES string: N[C@@H](I)C(=O)O
- Gap between HOMO and LUMO: 9.431 eV
- LUMO energy: -0.104 eV
- E_HOMO: -9.5345 eV

***

Arrangement iii

Molecular formula: C2H4INO2
Method: DFT, ωB97M-V with the def2-TZVPD basis set

```
! wB97M-V def2-TZVPD RIJCOSX def2/J DEFGRID3
* xyz 0 1
O -1.202 1.153 1.058
N -0.797 1.162 -0.069
O -0.845 2.016 -0.887
C -0.335 -0.113 -0.587
C 0.666 -0.911 0.613
I 2.783 -0.390 0.276
H 0.140 0.300 -1.525
H -1.101 -0.767 -0.795
H 0.258 -0.565 1.587
H 0.433 -1.885 0.330
*
```

- SMILES string: O=[N+]([O-])CCI
- Gap between HOMO and LUMO: 9.838 eV
- LUMO energy: -0.055 eV
- E_HOMO: -9.8936 eV

***

What should be chosen as the least stable of them? Choose arrangement i.

***

Arrangement i

Molecular formula: C16H46O10
Method: DFT, ωB97M-V with the def2-TZVPD basis set

```
! wB97M-V def2-TZVPD RIJCOSX def2/J DEFGRID3
* xyz 0 1
C 0.179 1.709 3.267
O 1.421 1.553 2.523
C 2.167 2.822 2.384
C 3.344 2.773 1.401
O 4.508 1.917 1.711
C 4.361 0.535 1.446
H 0.307 2.005 4.308
H -0.214 0.693 3.271
H -0.620 2.298 2.817
H 2.633 3.014 3.351
H 1.549 3.692 2.159
H 3.560 3.841 1.421
H 2.956 2.534 0.411
H 4.351 0.570 0.357
H 3.448 0.051 1.794
H 5.270 0.075 1.835
C -4.153 -0.190 2.803
O -2.867 -0.693 2.405
C -2.371 0.021 1.311
C -0.802 -0.081 1.244
O -0.353 0.534 0.032
C 1.073 0.612 -0.168
H -4.860 -0.267 1.978
H -4.107 0.816 3.220
H -4.433 -0.813 3.652
H -2.521 1.097 1.400
H -2.808 -0.400 0.405
H -0.524 -1.133 1.317
H -0.391 0.637 1.954
H 1.188 0.960 -1.195
H 1.494 -0.387 -0.053
H 1.438 1.332 0.563
C 1.347 -3.108 -2.217
O 1.680 -1.990 -2.996
C 2.948 -1.397 -2.740
C 2.672 -0.271 -1.718
O 3.846 0.463 -1.359
C 3.634 1.866 -1.233
H 1.302 -3.021 -1.132
H 2.152 -3.798 -2.470
H 0.433 -3.603 -2.545
H 3.166 -0.958 -3.714
H 3.726 -2.132 -2.531
H 2.239 -0.626 -0.783
H 1.952 0.379 -2.215
H 3.192 2.239 -2.157
H 4.516 2.499 -1.133
H 2.920 2.136 -0.456
C -2.411 0.657 -1.601
O -1.645 1.852 -1.289
H -3.031 0.345 -0.760
H -2.961 0.952 -2.496
H -1.881 -0.235 -1.935
H -0.970 1.674 -0.629
C 0.132 -0.009 -3.232
O 0.329 1.415 -3.191
H -0.854 -0.024 -3.697
H 0.825 -0.605 -3.826
H -0.041 -0.418 -2.237
H -0.467 1.862 -2.896
C -2.145 -2.873 0.672
O -2.897 -3.987 0.837
H -1.534 -3.087 -0.205
H -2.756 -2.034 0.341
H -1.633 -2.564 1.583
H -2.372 -4.682 1.241
C -4.807 -1.726 0.158
O -5.520 -0.569 -0.299
H -3.778 -1.755 -0.199
H -4.877 -1.820 1.241
H -5.193 -2.658 -0.254
H -5.462 -0.519 -1.256
*
```

- SMILES string: COCCOC.COCCOC.COCCOC.CO.CO.CO.CO
- Gap between HOMO and LUMO: 9.499 eV
- LUMO energy: 0.483 eV
- E_HOMO: -9.0163 eV

***

Arrangement ii

Molecular formula: C16H46O10
Method: DFT, ωB97M-V with the def2-TZVPD basis set

```
! wB97M-V def2-TZVPD RIJCOSX def2/J DEFGRID3
* xyz 0 1
C 2.142 -2.065 4.071
C 0.812 -1.877 4.664
C 0.104 -0.551 4.432
O 0.328 -2.727 5.437
H 2.220 -2.057 2.978
H 2.533 -3.043 4.312
H 2.824 -1.264 4.470
H 0.716 0.146 5.035
H -0.884 -0.530 4.946
H 0.079 -0.202 3.402
C -3.066 -0.367 -2.448
C -3.546 0.418 -1.245
C -3.278 1.913 -1.147
O -4.062 -0.165 -0.297
H -1.976 -0.467 -2.564
H -3.397 0.277 -3.297
H -3.406 -1.449 -2.321
H -2.214 2.044 -1.297
H -3.332 2.197 -0.081
H -3.812 2.415 -1.917
C 1.876 5.045 -1.113
C 1.198 3.865 -0.385
C 1.902 3.534 0.967
O 0.340 3.164 -0.869
H 1.845 5.925 -0.500
H 1.385 5.267 -2.082
H 2.921 4.716 -1.281
H 2.801 4.125 1.046
H 2.183 2.464 1.115
H 1.132 3.819 1.762
C -0.631 -3.239 0.930
O -1.351 -2.156 1.581
H -0.608 -4.082 1.635
H -1.252 -3.598 0.072
H 0.331 -2.878 0.550
H -2.317 -2.187 1.660
C 3.917 0.876 3.120
O 3.244 0.678 1.876
H 4.738 1.662 2.887
H 3.170 1.338 3.787
H 4.409 0.076 3.597
H 2.532 0.001 1.944
C 0.986 -0.339 -4.119
O 1.086 0.796 -5.032
H 1.827 -0.993 -4.295
H 0.926 -0.011 -3.045
H 0.094 -0.969 -4.313
H 0.588 1.490 -4.594
C -0.938 3.389 -4.073
O -0.720 2.057 -3.654
H -0.097 4.029 -4.056
H -1.235 3.341 -5.137
H -1.729 3.836 -3.479
H -0.412 2.129 -2.701
C -5.028 -3.030 1.435
O -4.143 -1.937 1.665
H -4.431 -3.955 1.419
H -5.786 -3.081 2.216
H -5.493 -2.865 0.494
H -4.192 -1.338 0.896
C 1.929 -3.998 -1.943
O 2.319 -2.956 -1.046
H 0.861 -3.923 -2.140
H 2.332 -3.791 -2.923
H 2.314 -4.917 -1.609
H 3.125 -3.164 -0.575
C 0.628 0.032 -0.128
O 0.641 -0.222 1.303
H 0.864 -0.883 -0.696
H -0.273 0.439 -0.501
H 1.425 0.740 -0.286
H -0.019 -0.964 1.484
*
```

- SMILES string: CC(C)=O.CC(C)=O.CC(C)=O.CO.CO.CO.CO.CO.CO.CO
- Gap between HOMO and LUMO: 9.821 eV
- LUMO energy: 0.543 eV
- E_HOMO: -9.2779 eV

***

What should be chosen as the least stable of them? Choose arrangement i.

***

Arrangement i

Molecular formula: C8H11N3O
Method: DFT, ωB97M-V with the def2-TZVPD basis set

```
! wB97M-V def2-TZVPD RIJCOSX def2/J DEFGRID3
* xyz 0 1
C 1.893 -2.038 -0.163
C 0.652 -1.234 0.255
C 0.900 0.249 -0.007
O 1.953 0.849 -0.035
C -0.357 1.102 -0.008
N -1.555 0.344 -0.054
C -2.260 -0.067 -1.142
N -3.162 -0.946 -0.673
C -2.986 -0.967 0.639
N -2.013 -0.214 1.027
C -0.226 2.461 -0.715
C -0.420 2.456 0.765
H 2.280 -1.662 -1.068
H 1.612 -3.094 -0.240
H 2.654 -2.062 0.590
H 0.410 -1.400 1.285
H -0.300 -1.560 -0.466
H -2.049 0.018 -2.198
H -3.529 -1.595 1.390
H -1.075 2.686 -1.265
H 0.794 2.877 -1.150
H 0.299 2.799 1.430
H -1.359 2.614 1.032
*
```

- SMILES string: CCC(=O)C1(n2cncn2)CC1
- Gap between HOMO and LUMO: 10.435 eV
- LUMO energy: 0.779 eV
- E_HOMO: -9.6563 eV

***

Arrangement ii

Molecular formula: C8H11N3O
Method: DFT, ωB97M-V with the def2-TZVPD basis set

```
! wB97M-V def2-TZVPD RIJCOSX def2/J DEFGRID3
* xyz 0 1
C 1.645 1.218 -0.044
C 0.474 -1.070 -0.276
C 1.949 -1.198 -0.099
C -0.377 -0.073 0.013
C 2.991 -0.325 -0.010
C -2.281 0.806 -1.256
C -2.221 0.952 1.213
C -1.860 -0.013 0.014
N 0.527 1.090 0.411
N 2.846 1.118 -0.426
N 4.305 -0.612 0.251
O -2.327 -1.328 0.078
H 0.066 -2.035 -0.484
H 2.079 -2.331 0.086
H -1.873 0.162 -2.112
H -3.366 0.970 -1.390
H -1.796 1.741 -1.580
H -3.293 1.181 1.357
H -1.724 1.881 0.834
H -1.971 0.384 2.085
H 4.968 0.173 0.596
H 4.462 -1.411 0.847
H -3.221 -1.280 -0.107
*
```

- Gap between HOMO and LUMO: 8.400 eV
- LUMO energy: 0.775 eV
- E_HOMO: -7.6253 eV

***

What should be chosen as the least stable of them? Choose arrangement ii.